[1]
Molecular formula: C30H25F6N7O11S3Zr
Method: DFT, ωB97M-V with the def2-TZVPD basis set

Geometry as XYZ:
```
83
C30H25F6N7O11S3Zr (ωB97M-V with the def2-TZVPD basis set)
Zr 0.67685 -0.27615 -0.18289
S 2.12889 1.50963 -1.53266
S -0.22631 -1.10725 -3.52081
S 0.38710 -3.32835 -1.98342
F 1.35231 -1.62596 -5.52730
F 1.35051 -5.25172 -3.45115
F 1.20165 0.47273 -5.00394
F 2.38383 -0.86015 -3.78020
F 2.67202 -3.54821 -3.28014
F 2.42193 -4.88810 -1.60098
O -0.87840 -0.25103 1.21862
O -0.00626 -0.30564 -2.31530
O -1.30762 -0.72830 -4.35532
O 0.27015 2.46337 2.15621
O -0.45727 -4.30630 -1.38940
O 1.55451 0.84444 1.30145
O -3.77795 -1.55113 -1.56330
O -1.75552 -1.79989 -0.68849
O 1.07063 -2.36010 -1.11764
O -1.92633 6.25038 -1.44301
O -2.39403 1.35078 2.90413
N -1.06499 1.64691 -0.63120
N -0.10306 -2.04057 2.41354
N 0.17571 5.63509 -0.88615
N -0.23160 -2.65434 -3.24909
N 3.07180 -1.20273 0.05085
N 0.96083 -1.82010 1.55946
N -4.74513 -3.77640 -0.59678
C -1.59171 3.96854 -0.90143
C 1.80442 -4.31379 -2.63102
C -4.01482 -2.27386 4.09471
C -3.40362 -3.44067 -0.13252
C -0.70560 2.90750 -0.89310
C 1.22419 2.10489 1.49780
C 1.28429 -0.75689 -4.52322
C 3.24756 -2.05046 1.07909
C -2.88998 -2.19360 -0.82464
C -4.11318 0.12519 3.87884
C 3.98143 4.83992 -0.27446
C 5.39916 -1.41200 -0.43877
C -2.88675 0.13788 3.20666
C 4.13118 -0.90081 -0.69099
C 2.54197 4.20547 1.52525
C -1.00547 -1.13988 2.15654
C 3.59381 3.71463 -0.98244
C -2.80770 -2.26930 3.42693
C 2.06699 -2.35284 1.88265
C 3.45285 5.09650 0.98540
C 4.47698 -2.59721 1.40411
C -2.24599 -1.08246 2.94679
C 5.57875 -2.26862 0.62794
C -2.93997 3.70839 -0.70600
C -4.66978 -1.06116 4.30710
C 2.17077 3.05592 0.83365
C -3.32971 2.40347 -0.47957
C -1.14042 5.38491 -1.10485
C -2.36424 1.41238 -0.42537
C 2.68379 2.79556 -0.44820
H 4.69138 5.52704 -0.71761
H -4.60094 -2.08965 -1.50358
H -3.40896 -3.21039 0.93485
H 3.95368 -0.21517 -1.50821
H -2.26907 -3.19106 3.24499
H -3.64509 4.52850 -0.73352
H -5.37534 -3.97726 0.16557
H -1.49576 1.31607 2.52680
H 0.77691 4.99204 -0.39683
H 0.46171 6.59761 -0.94415
H 6.22070 -1.12575 -1.07987
H -4.59297 1.07592 4.06919
H 4.55889 -3.26429 2.25118
H 3.97997 3.54318 -1.97928
H -4.36560 2.14124 -0.31787
H -4.44060 -3.20132 4.45270
H -2.63469 0.39239 -0.20805
H 3.74690 5.98029 1.53571
H 2.13461 -2.98016 2.76604
H -4.74464 -4.56837 -1.22443
H 0.33700 3.04762 -1.12861
H -2.65906 -4.22235 -0.28999
H 2.10138 4.38512 2.49787
H 6.55401 -2.67786 0.85517
H -5.61783 -1.04191 4.82997
```

Results
ΔE to the lowest compared entry with this formula, charge and spin   16.0 kcal per mole
DFT total energy   -4210.25599 Ha
HOMO-LUMO gap   6.98 eV
Max |F|   0.7 eV Å⁻¹

Listed below, in e, are the Löwdin charges computed for each atom: atom 1 (Zr): 1.791, atom 2 (S): 0.694, atom 3 (S): 0.644, atom 4 (S): 0.650, atom 5 (F): 0.154, atom 6 (F): 0.160, atom 7 (F): 0.163, atom 8 (F): 0.120, atom 9 (F): 0.151, atom 10 (F): 0.151, atom 11 (O): -0.243, atom 12 (O): -0.499, atom 13 (O): -0.211, atom 14 (O): 0.098, atom 15 (O): -0.231, atom 16 (O): -0.235, atom 17 (O): 0.139, atom 18 (O): 0.015, atom 19 (O): -0.425, atom 20 (O): 0.057, atom 21 (O): 0.081, atom 22 (N): 0.029, atom 23 (N): 0.124, atom 24 (N): 0.198, atom 25 (N): -0.255, atom 26 (N): 0.034, atom 27 (N): -0.078, atom 28 (N): 0.020, atom 29 (C): -0.095, atom 30 (C): -0.678, atom 31 (C): -0.097, atom 32 (C): -0.128, atom 33 (C): -0.086, atom 34 (C): -0.575, atom 35 (C): -0.683, atom 36 (C): -0.247, atom 37 (C): -0.496, atom 38 (C): -0.006, atom 39 (C): -0.087, atom 40 (C): -0.030, atom 41 (C): -0.252, atom 42 (C): -0.119, atom 43 (C): -0.033, atom 44 (C): -0.407, atom 45 (C): -0.119, atom 46 (C): -0.053, atom 47 (C): -0.044, atom 48 (C): -0.089, atom 49 (C): -0.003, atom 50 (C): -0.081, atom 51 (C): -0.043, atom 52 (C): 0.023, atom 53 (C): -0.081, atom 54 (C): -0.179, atom 55 (C): -0.013, atom 56 (C): -0.491, atom 57 (C): -0.101, atom 58 (C): -0.556, atom 59 (H): 0.103, atom 60 (H): 0.106, atom 61 (H): 0.118, atom 62 (H): 0.050, atom 63 (H): 0.112, atom 64 (H): 0.127, atom 65 (H): 0.086, atom 66 (H): 0.075, atom 67 (H): 0.074, atom 68 (H): 0.116, atom 69 (H): 0.112, atom 70 (H): 0.120, atom 71 (H): 0.118, atom 72 (H): 0.097, atom 73 (H): 0.114, atom 74 (H): 0.098, atom 75 (H): 0.091, atom 76 (H): 0.101, atom 77 (H): 0.139, atom 78 (H): 0.092, atom 79 (H): 0.045, atom 80 (H): 0.118, atom 81 (H): 0.122, atom 82 (H): 0.114, atom 83 (H): 0.104

[2]
Molecular formula: C16H46N2O6
Method: DFT, ωB97M-V with the def2-TZVPD basis set

Geometry as XYZ:
```
70
C16H46N2O6 (ωB97M-V with the def2-TZVPD basis set)
O -3.37182 2.84172 -0.65501
O -1.44896 1.02939 -0.22001
O 0.80250 -4.21497 2.62504
O 0.89866 2.59949 -0.31983
O 0.61574 -0.14968 -3.74555
O 1.23128 -1.45465 2.76158
N -1.61768 0.24018 -5.56943
N 4.94808 -0.80504 3.53800
C 3.61537 -0.52294 2.95178
C 0.67599 -0.60519 3.79170
C -0.35118 -4.57829 1.92364
C -4.90696 1.57079 -1.95646
C -2.37269 -0.73629 -3.44640
C -0.33166 0.93149 -3.62494
C 3.88414 0.20569 1.61661
C -0.27275 -0.94095 -0.02548
C -1.75799 0.46827 -4.11659
C -4.17857 2.83085 -1.81424
C 2.22477 3.49347 1.40189
C 0.95376 2.76894 1.05757
C 1.95168 0.24679 -3.45496
C -1.49291 -0.21230 0.44687
C 2.67827 -1.78518 2.90535
C -1.56882 -3.89819 2.57687
H -2.41229 -0.27545 -5.91988
H -2.36549 1.35684 -3.94485
H -0.27217 -1.28894 -1.05844
H 3.10125 0.13497 3.65245
H -0.27898 -4.26995 0.88066
H 2.18571 4.54314 1.11075
H 0.83165 -1.06841 4.76602
H 5.27252 0.00207 4.05123
H 2.29640 1.01488 -4.14728
H -3.33544 -1.01313 -3.87602
H -1.35556 -2.83071 2.52126
H -2.49112 -4.14724 2.05203
H -3.57774 3.04763 -2.69747
H 0.98687 -3.27345 2.59123
H 2.95782 -2.41761 2.06273
H -0.60094 1.46972 -0.12745
H -2.42350 -0.67737 0.12160
H -0.36314 1.26490 -2.58766
H -1.69495 -1.58579 -3.53071
H 2.92063 -2.38302 3.78396
H -2.32356 -0.50693 -2.38194
H 0.80327 0.47692 3.76124
H -5.33752 1.53063 -2.95701
H 4.68400 -1.47844 4.24290
H 0.11178 3.31913 1.47765
H -4.28121 0.68936 -1.81639
H -0.09697 -1.86061 0.53257
H 2.41770 3.46049 2.47417
H 4.58737 1.03832 1.59981
H 2.57814 -0.64519 -3.45010
H 0.84595 3.45505 -0.75208
H -2.62766 2.26836 -0.85271
H 2.00408 0.60675 -2.42745
H -1.46313 -0.09186 1.52979
H 0.61678 -0.31225 0.01411
H -0.39405 -0.60761 3.58407
H -0.46727 -5.66048 1.98272
H -1.66470 -4.09990 3.64374
H 0.84811 1.79102 1.52726
H -4.85299 3.68571 -1.76446
H 2.97431 0.58390 1.15048
H 4.37207 -0.45575 0.90070
H 3.09604 3.12416 0.86097
H -0.89148 -0.45309 -5.67951
H 0.04483 1.74126 -4.24993
H -5.77365 1.47484 -1.30244
```

Results
ΔE to the lowest compared entry with this formula, charge and spin   19.2 kcal per mole
DFT total energy   -1198.03315 Ha
HOMO-LUMO gap   9.64 eV
Max |F|   2.4 eV Å⁻¹

Listed below, in e, are the natural (NBO) charges computed for each atom: atom 1 (O): -0.739, atom 2 (O): -0.773, atom 3 (O): -0.750, atom 4 (O): -0.731, atom 5 (O): -0.567, atom 6 (O): -0.570, atom 7 (N): -0.831, atom 8 (N): -0.818, atom 9 (C): -0.072, atom 10 (C): -0.273, atom 11 (C): -0.051, atom 12 (C): -0.633, atom 13 (C): -0.638, atom 14 (C): -0.066, atom 15 (C): -0.626, atom 16 (C): -0.625, atom 17 (C): -0.060, atom 18 (C): -0.069, atom 19 (C): -0.638, atom 20 (C): -0.080, atom 21 (C): -0.248, atom 22 (C): -0.062, atom 23 (C): -0.082, atom 24 (C): -0.632, atom 25 (H): 0.343, atom 26 (H): 0.183, atom 27 (H): 0.216, atom 28 (H): 0.165, atom 29 (H): 0.152, atom 30 (H): 0.205, atom 31 (H): 0.188, atom 32 (H): 0.358, atom 33 (H): 0.168, atom 34 (H): 0.213, atom 35 (H): 0.192, atom 36 (H): 0.206, atom 37 (H): 0.146, atom 38 (H): 0.486, atom 39 (H): 0.210, atom 40 (H): 0.495, atom 41 (H): 0.187, atom 42 (H): 0.178, atom 43 (H): 0.214, atom 44 (H): 0.178, atom 45 (H): 0.214, atom 46 (H): 0.182, atom 47 (H): 0.203, atom 48 (H): 0.342, atom 49 (H): 0.173, atom 50 (H): 0.208, atom 51 (H): 0.208, atom 52 (H): 0.214, atom 53 (H): 0.217, atom 54 (H): 0.193, atom 55 (H): 0.482, atom 56 (H): 0.489, atom 57 (H): 0.169, atom 58 (H): 0.156, atom 59 (H): 0.200, atom 60 (H): 0.197, atom 61 (H): 0.173, atom 62 (H): 0.210, atom 63 (H): 0.174, atom 64 (H): 0.170, atom 65 (H): 0.204, atom 66 (H): 0.216, atom 67 (H): 0.217, atom 68 (H): 0.354, atom 69 (H): 0.176, atom 70 (H): 0.208

What is the formula in the first record? C30H25F6N7O11S3Zr

Which of these has the lowest DFT total energy? C30H25F6N7O11S3Zr

What is the formula in the second record? C16H46N2O6